Record 1
{"formula": "C4H12N3", "method": "ωB97M-V/def2-TZVPD", "elements": ["N", "C", "C", "N", "C", "C", "N", "H", "H", "H", "H", "H", "H", "H", "H", "H", "H", "H", "H"], "coordinates": [[0.714, -1.926, 2.043], [0.092, -0.689, 1.726], [-0.360, -0.410, 0.519], [0.320, -1.241, -0.549], [-1.136, 0.676, -0.099], [-0.271, 1.790, -0.735], [0.431, 1.223, -1.894], [1.526, -1.778, 2.631], [0.136, -2.591, 2.543], [-0.053, -0.053, 2.599], [-0.250, -2.026, -0.865], [1.239, -1.575, -0.261], [0.468, -0.599, -1.365], [-1.894, 1.087, 0.551], [-1.702, 0.371, -0.986], [0.519, 2.034, -0.027], [-0.817, 2.721, -0.895], [-0.173, 1.201, -2.714], [1.210, 1.784, -2.223]], "e_above_lowest_kj_mol": 160.3, "smiles": "N/C=C(\\[NH3+])CCN", "charge": 1, "gap_ev": 10.73}

=====

Record 2
{"formula": "C5H7NO2", "method": "ωB97M-V/def2-TZVPD", "elements": ["C", "C", "C", "C", "C", "N", "O", "O", "H", "H", "H", "H", "H", "H", "H"], "coordinates": [[1.610, -0.005, -0.056], [-0.534, -1.356, -0.054], [-1.207, -0.152, 0.700], [0.535, -0.722, -0.949], [-0.131, 1.463, -0.563], [1.081, 1.214, 0.169], [2.542, -0.573, 0.388], [-1.366, 1.123, 0.009], [-0.184, -2.102, 0.769], [-1.295, -1.749, -0.709], [-2.228, -0.466, 0.947], [-0.447, 0.076, 1.509], [0.624, -1.025, -1.929], [-0.281, 2.395, -1.125], [1.280, 1.880, 0.894]], "e_above_lowest_kj_mol": 351.2, "charge": 0, "gap_ev": [8.53, 8.62]}

=====

Record 3
{"formula": "C5H14", "method": "ωB97M-V/def2-TZVPD", "elements": ["C", "C", "C", "H", "H", "H", "H", "H", "H", "H", "H", "C", "C", "H", "H", "H", "H", "H", "H"], "coordinates": [[0.602, -1.924, -2.487], [0.373, -1.269, -1.206], [-1.055, -1.775, -0.535], [-0.038, -2.938, -2.508], [1.683, -2.296, -2.731], [0.410, -1.321, -3.304], [1.207, -1.207, -0.494], [0.226, -0.210, -1.355], [-1.808, -1.084, -0.840], [-1.173, -2.627, -1.172], [-1.025, -1.941, 0.576], [0.823, 2.628, 2.031], [-0.726, 1.926, 1.947], [0.865, 3.668, 1.713], [1.095, 2.516, 2.984], [1.428, 2.075, 1.414], [-1.076, 1.957, 0.923], [-0.602, 1.100, 2.536], [-1.210, 2.719, 2.507]], "e_above_lowest_kj_mol": 208.6, "smiles": "CCC.CC", "charge": 0, "gap_ev": 12.13}

=====

Record 4
{"formula": "C15H18O", "method": "ωB97M-V/def2-TZVPD", "elements": ["C", "C", "C", "C", "C", "C", "O", "C", "C", "H", "H", "H", "H", "H", "H", "H", "H", "H", "H", "C", "C", "C", "C", "C", "C", "C", "H", "H", "H", "H", "H", "H", "H", "H"], "coordinates": [[-2.166, -1.263, -1.354], [-0.924, -0.434, -1.102], [0.020, -0.674, -2.239], [-0.343, 0.101, -3.331], [0.449, 0.183, -4.466], [1.661, -0.547, -4.481], [2.493, -0.691, -5.510], [1.955, -1.447, -3.400], [1.161, -1.519, -2.269], [-2.100, -1.954, -2.369], [-3.100, -0.596, -1.178], [-2.297, -1.998, -0.604], [-1.220, 0.615, -0.981], [-0.630, -0.625, -0.003], [-1.210, 0.605, -3.277], [0.326, 1.020, -5.218], [2.172, -0.248, -6.306], [2.764, -2.043, -3.452], [1.467, -2.307, -1.650], [-1.005, 0.037, 6.238], [-0.747, 0.524, 4.819], [-1.782, 1.064, 4.092], [-1.465, 1.811, 2.959], [-0.137, 1.822, 2.547], [0.873, 1.063, 3.148], [0.565, 0.427, 4.328], [-1.926, -0.574, 6.266], [-0.975, 0.844, 7.021], [-0.251, -0.712, 6.568], [-2.852, 1.064, 4.375], [-2.223, 2.125, 2.290], [0.265, 2.497, 1.812], [1.824, 0.982, 2.812], [1.328, -0.063, 5.042]], "e_above_lowest_kj_mol": 255.5, "smiles": "CCc1ccc(O)cc1.Cc1ccccc1", "charge": 0, "gap_ev": 8.83}

=====

Record 5
{"formula": "C20H21BF4IrN3O3Se2Si", "method": "ωB97M-V/def2-TZVPD", "elements": ["Ir", "O", "C", "C", "C", "O", "C", "Se", "C", "Se", "H", "H", "H", "H", "H", "H", "H", "H", "H", "H", "C", "C", "C", "C", "C", "C", "Si", "C", "C", "C", "C", "C", "C", "H", "H", "H", "H", "H", "H", "H", "H", "H", "H", "H", "O", "N", "C", "C", "N", "C", "N", "F", "B", "F", "F", "F"], "coordinates": [[0.026, -0.149, 0.271], [-3.470, 0.075, -1.097], [-4.270, -1.029, -0.724], [-3.439, -2.089, -0.006], [-4.391, -3.284, 0.241], [-5.598, -2.962, 0.915], [-2.902, -1.637, 1.357], [-1.986, 0.096, 1.380], [-2.304, -2.671, -0.851], [-0.715, -1.637, -1.424], [-4.013, 0.713, -1.569], [-4.725, -1.496, -1.608], [-5.090, -0.715, -0.068], [-3.842, -4.064, 0.779], [-4.694, -3.696, -0.723], [-5.392, -2.727, 1.825], [-2.170, -2.361, 1.718], [-3.698, -1.553, 2.099], [-2.707, -3.062, -1.787], [-1.896, -3.515, -0.292], [2.253, 5.511, -0.459], [2.480, 4.422, 0.366], [1.701, 3.277, 0.250], [0.683, 3.198, -0.696], [0.467, 4.310, -1.518], [1.238, 5.456, -1.406], [-0.480, 1.739, -0.996], [-0.385, 1.406, -2.848], [-1.524, 1.443, -3.650], [-1.456, 1.210, -5.016], [-0.231, 0.935, -5.607], [0.918, 0.907, -4.827], [0.840, 1.144, -3.463], [2.864, 6.401, -0.366], [3.265, 4.456, 1.110], [1.889, 2.451, 0.916], [-0.317, 4.278, -2.270], [1.051, 6.303, -2.055], [-1.856, 2.256, -0.769], [-2.484, 1.671, -3.200], [-2.355, 1.242, -5.620], [-0.170, 0.749, -6.673], [1.878, 0.697, -5.283], [1.740, 1.106, -2.861], [1.882, -0.316, -0.675], [2.967, 0.279, -0.250], [3.582, -0.293, 0.736], [3.069, -1.463, 1.387], [2.664, -2.407, 1.903], [4.826, 0.263, 1.169], [5.839, 0.677, 1.520], [1.713, 1.320, 4.065], [0.594, 1.091, 3.310], [-0.157, 2.222, 3.074], [-0.175, 0.038, 3.772], [1.113, 0.656, 1.947]], "e_above_lowest_kj_mol": 0.0, "multiplicity": 2, "charge": -1, "s_squared": 0.759, "gap_ev": [7.06, 5.78]}

=====

Record 6
{"formula": "C22H39ClO9S", "method": "ωB97M-V/def2-TZVPD", "elements": ["C", "C", "C", "O", "C", "O", "O", "C", "S", "C", "C", "O", "Cl", "H", "H", "H", "H", "H", "H", "H", "H", "H", "C", "C", "C", "O", "H", "H", "H", "H", "H", "H", "C", "C", "C", "O", "H", "H", "H", "H", "H", "H", "C", "C", "C", "O", "H", "H", "H", "H", "H", "H", "C", "C", "C", "O", "H", "H", "H", "H", "H", "H", "C", "C", "C", "O", "H", "H", "H", "H", "H", "H"], "coordinates": [[-0.822, -0.697, 6.222], [-1.650, 0.475, 6.753], [-2.831, 0.914, 5.897], [-2.345, 1.199, 4.571], [-2.794, 0.282, 3.699], [-2.390, 0.112, 2.603], [-3.815, -0.422, 4.245], [-4.012, -0.073, 5.613], [-5.643, 0.801, 5.701], [-4.054, -1.369, 6.463], [-3.784, -2.633, 5.665], [-2.778, -3.239, 5.612], [-5.214, -3.171, 4.774], [-0.273, -0.394, 5.323], [-0.080, -0.991, 6.971], [-1.411, -1.589, 5.986], [-1.997, 0.313, 7.783], [-0.995, 1.356, 6.794], [-3.228, 1.850, 6.296], [-5.266, 1.745, 6.568], [-5.055, -1.480, 6.884], [-3.333, -1.315, 7.285], [-1.972, 3.404, -1.517], [-3.255, 2.749, -1.057], [-3.111, 1.493, -0.234], [-4.335, 3.218, -1.329], [-2.203, 4.297, -2.093], [-1.365, 3.672, -0.651], [-1.392, 2.710, -2.129], [-2.537, 1.695, 0.671], [-2.578, 0.728, -0.803], [-4.096, 1.123, 0.040], [2.290, 2.272, -0.104], [1.909, 2.301, 1.354], [0.436, 2.456, 1.649], [2.728, 2.194, 2.237], [3.367, 2.152, -0.203], [1.791, 1.446, -0.613], [1.981, 3.196, -0.595], [-0.120, 1.631, 1.201], [0.067, 3.391, 1.224], [0.269, 2.458, 2.724], [5.398, 0.643, -3.104], [4.139, 0.034, -2.549], [4.306, -1.223, -1.733], [3.050, 0.527, -2.746], [5.155, 1.536, -3.676], [6.082, 0.899, -2.293], [5.893, -0.081, -3.753], [4.957, -1.030, -0.878], [4.776, -1.995, -2.346], [3.339, -1.570, -1.380], [2.095, 0.459, -5.857], [2.906, -0.774, -6.165], [2.589, -1.490, -7.450], [3.766, -1.176, -5.408], [2.414, 0.880, -4.907], [2.218, 1.194, -6.655], [1.037, 0.192, -5.809], [2.769, -0.836, -8.305], [1.538, -1.781, -7.449], [3.204, -2.383, -7.533], [1.705, -3.191, -3.555], [0.444, -3.160, -4.380], [-0.858, -3.306, -3.631], [0.471, -3.015, -5.582], [2.575, -3.066, -4.194], [1.678, -2.384, -2.821], [1.770, -4.135, -3.008], [-0.952, -2.509, -2.891], [-0.875, -4.255, -3.092], [-1.693, -3.263, -4.326]], "smiles": "CC[C@H]1OC(=O)O[C@@]1(S)CC(=O)Cl.CC(C)=O.CC(C)=O.CC(C)=O.CC(C)=O.CC(C)=O", "charge": 0, "gap_ev": 9.58}

=====

Among the records above, which one has the highest charge?
C4H12N3

=====

Which formula does entry 4 have?
C15H18O

=====

Among the records above, which one has the lowest charge?
C20H21BF4IrN3O3Se2Si

=====

What is the charge in the third record?
0